1.
{"formula": "C4H3N3", "method": "the ωB97M-V functional and the def2-TZVPD basis", "symbols": ["N", "C", "C", "C", "N", "C", "N", "H", "H", "H"], "coordinates": [[0.571, 1.436, 2.365], [0.306, 0.936, 1.356], [0.239, 0.192, 0.127], [1.373, 0.324, -0.760], [2.251, 0.406, -1.475], [-0.754, -1.014, 0.085], [-1.189, 0.194, -0.604], [-0.414, -1.783, -0.541], [-1.250, -1.023, 1.041], [-1.133, 0.332, -1.595]], "orbital_gap_ev": 11.27, "e_homo_ev": -10.79, "fmax_ha_per_bohr": 0.0707, "spin_multiplicity": 1, "energy_ha": -318.3963, "smiles": "N#CC1(C#N)CN1", "de_lowest_kcal_mol": 55.5}

***

2.
{"formula": "C4H9O3", "method": "the ωB97M-V functional and the def2-TZVPD basis", "symbols": ["C", "C", "O", "H", "H", "H", "H", "H", "H", "C", "C", "O", "O", "H", "H", "H"], "coordinates": [[-0.440, 1.412, -1.325], [0.788, 0.888, -2.054], [-0.088, 2.210, -0.220], [-1.027, 2.068, -1.987], [-1.115, 0.630, -0.977], [0.626, 0.617, -3.105], [0.117, 1.562, 0.515], [1.165, 0.024, -1.499], [1.611, 1.583, -1.928], [-0.631, -2.049, 2.027], [0.252, -0.927, 1.435], [1.328, -1.225, 0.890], [-0.236, 0.233, 1.596], [0.038, -2.602, 2.720], [-0.945, -2.814, 1.316], [-1.442, -1.611, 2.598]], "orbital_gap_ev": 8.80, "e_homo_ev": -4.55, "fmax_ha_per_bohr": 0.0296, "spin_multiplicity": 1, "energy_ha": -383.5944, "de_lowest_kcal_mol": 7.6, "total_charge": -1}

***

3.
{"formula": "C15H29CrN6O2Se2SiTe2", "method": "the ωB97M-V functional and the def2-TZVPD basis", "symbols": ["Cr", "Se", "Te", "Te", "Se", "C", "C", "C", "C", "C", "C", "N", "N", "Si", "C", "C", "C", "H", "H", "H", "H", "H", "H", "H", "H", "H", "H", "H", "H", "H", "H", "H", "N", "C", "C", "C", "C", "N", "C", "N", "N", "C", "O", "O", "H", "H", "H", "H", "H", "H", "H", "H", "H", "H", "H", "H", "H", "H"], "coordinates": [[-0.167, 0.341, -1.154], [1.187, -1.294, -2.269], [3.509, -1.000, -3.124], [4.080, 1.317, -1.758], [1.708, 1.898, -1.326], [-1.081, 3.972, -1.687], [-2.125, 2.903, -1.692], [-3.476, 3.180, -1.722], [-4.383, 2.114, -1.679], [-3.952, 0.813, -1.629], [-2.564, 0.570, -1.650], [-1.703, 1.629, -1.671], [-1.904, -0.606, -1.627], [-2.619, -2.139, -1.234], [-3.643, -1.986, 0.343], [-1.242, -3.370, -0.931], [-3.711, -2.713, -2.656], [-1.537, 4.956, -1.774], [-0.378, 3.824, -2.506], [-0.507, 3.926, -0.760], [-3.818, 4.203, -1.767], [-5.446, 2.322, -1.677], [-4.649, -0.012, -1.582], [-3.230, -1.194, 0.972], [-3.610, -2.919, 0.910], [-4.695, -1.759, 0.155], [-0.581, -3.006, -0.140], [-0.645, -3.551, -1.825], [-1.669, -4.322, -0.603], [-4.230, -1.874, -3.124], [-4.467, -3.425, -2.318], [-3.113, -3.204, -3.427], [0.203, 2.340, 2.113], [0.500, 1.050, 2.723], [1.902, 0.954, 3.343], [3.009, 1.230, 2.303], [4.150, 0.211, 2.326], [3.589, -1.065, 1.890], [3.908, -1.749, 0.806], [3.007, -2.618, 0.326], [5.111, -1.664, 0.219], [0.306, -0.102, 1.711], [0.932, -1.164, 1.882], [-0.528, 0.058, 0.766], [1.038, 2.867, 1.892], [-0.380, 2.909, 2.710], [-0.251, 0.863, 3.495], [2.014, -0.040, 3.775], [1.983, 1.665, 4.167], [3.409, 2.241, 2.401], [2.590, 1.177, 1.293], [4.587, 0.092, 3.320], [4.934, 0.540, 1.643], [2.592, -1.172, 2.135], [2.037, -2.421, 0.565], [3.156, -2.971, -0.609], [5.718, -0.913, 0.500], [5.147, -1.910, -0.762]], "orbital_gap_ev": [6.03, 6.25], "e_homo_ev": [-6.71, -6.83], "s2": 3.8135, "fmax_ha_per_bohr": 0.0237, "spin_multiplicity": 4, "energy_ha": -7741.0748, "de_lowest_kcal_mol": 37.7}

***

4.
{"formula": "C46H44F3LaN7O3P2S2", "method": "the ωB97M-V functional and the def2-TZVPD basis", "symbols": ["La", "C", "C", "N", "C", "C", "N", "C", "C", "C", "C", "C", "N", "C", "C", "N", "C", "C", "N", "C", "C", "C", "N", "C", "C", "H", "H", "H", "H", "H", "H", "H", "H", "H", "H", "H", "H", "C", "C", "C", "C", "C", "C", "C", "C", "S", "C", "N", "C", "C", "C", "C", "C", "C", "C", "C", "H", "H", "H", "H", "H", "H", "H", "H", "H", "H", "H", "H", "H", "H", "H", "H", "C", "P", "C", "C", "C", "C", "C", "C", "C", "P", "C", "C", "H", "H", "H", "H", "H", "H", "H", "H", "H", "H", "H", "H", "H", "H", "H", "H", "F", "C", "F", "F", "S", "O", "O", "O"], "coordinates": [[10.374, 11.365, 14.417], [13.718, 8.288, 16.343], [12.547, 8.794, 15.730], [12.076, 10.025, 15.988], [12.808, 10.730, 16.930], [13.902, 10.195, 17.558], [14.411, 8.969, 17.233], [12.555, 12.185, 17.077], [13.483, 13.033, 17.674], [13.133, 14.355, 17.973], [11.978, 14.834, 17.372], [11.160, 14.012, 16.640], [11.482, 12.695, 16.465], [9.916, 14.532, 15.991], [9.481, 15.833, 16.085], [8.327, 16.192, 15.522], [7.548, 15.282, 14.964], [7.962, 13.996, 14.856], [9.170, 13.616, 15.276], [13.868, 15.163, 18.980], [13.267, 16.267, 19.487], [13.883, 17.018, 20.487], [15.112, 16.703, 20.950], [15.695, 15.612, 20.461], [15.165, 14.859, 19.441], [14.132, 7.312, 16.112], [12.252, 7.262, 14.678], [14.530, 10.665, 18.326], [14.501, 12.661, 17.888], [11.677, 15.875, 17.505], [10.097, 16.612, 16.598], [6.542, 15.566, 14.626], [7.246, 13.221, 14.594], [12.195, 16.456, 19.272], [13.402, 17.915, 20.892], [16.715, 15.444, 20.890], [15.710, 14.016, 19.053], [6.742, 11.863, 21.238], [6.875, 12.448, 19.820], [5.670, 13.397, 19.474], [8.154, 13.323, 19.805], [6.893, 11.337, 18.737], [6.037, 10.193, 18.918], [5.996, 9.119, 18.024], [6.734, 9.181, 16.857], [6.942, 7.930, 15.678], [8.240, 8.833, 14.911], [8.459, 10.029, 15.554], [7.676, 10.236, 16.657], [7.742, 11.300, 17.618], [8.899, 8.461, 13.682], [9.162, 7.090, 13.433], [9.564, 6.710, 12.157], [10.019, 7.623, 11.243], [9.988, 8.986, 11.606], [9.516, 9.424, 12.851], [6.931, 12.671, 21.984], [7.526, 11.071, 21.344], [5.773, 11.364, 21.427], [5.543, 14.109, 20.321], [4.753, 12.811, 19.373], [5.853, 13.986, 18.572], [8.029, 14.247, 20.382], [8.474, 13.651, 18.781], [9.032, 12.743, 20.186], [5.429, 10.146, 19.801], [5.460, 8.199, 18.268], [8.608, 11.981, 17.508], [8.847, 6.403, 14.227], [9.580, 5.634, 11.803], [10.373, 7.324, 10.263], [10.449, 9.638, 10.916], [6.979, 10.539, 11.098], [8.270, 11.749, 11.586], [7.144, 13.166, 11.730], [9.189, 12.209, 10.058], [8.923, 11.622, 8.821], [9.523, 12.126, 7.655], [10.278, 13.303, 7.745], [10.700, 13.819, 8.971], [10.168, 13.261, 10.150], [10.655, 13.804, 11.750], [10.122, 15.563, 11.763], [12.466, 13.954, 11.608], [7.466, 9.628, 10.714], [6.200, 10.875, 10.384], [6.463, 10.274, 12.037], [6.923, 13.478, 10.712], [7.760, 13.903, 12.200], [6.237, 12.991, 12.353], [8.284, 10.781, 8.780], [9.393, 11.544, 6.762], [10.582, 13.865, 6.867], [11.477, 14.594, 9.008], [9.107, 15.711, 11.370], [10.876, 16.195, 11.214], [10.151, 15.855, 12.830], [12.680, 14.969, 11.148], [12.875, 13.162, 10.945], [12.977, 13.917, 12.601], [12.676, 8.945, 10.846], [13.334, 10.059, 11.007], [12.645, 11.058, 10.337], [14.543, 10.025, 10.417], [13.543, 10.642, 12.836], [11.804, 8.104, 14.867], [14.520, 11.710, 12.780], [12.068, 11.134, 12.973]], "orbital_gap_ev": 4.96, "e_homo_ev": -9.02, "fmax_ha_per_bohr": 0.0661, "spin_multiplicity": 1, "energy_ha": -4198.4511, "de_lowest_kcal_mol": 64.1, "total_charge": 1}